This record from OMol25 describes one molecule with the formula C2H4NP in a non-equilibrium geometry. The level of theory is ωB97M-V with the def2-TZVPD basis set.

```
8
C2H4NP (ωB97M-V with the def2-TZVPD basis set)
C 1.09842 0.81378 0.11998
C 1.28226 -0.95170 -0.03161
N 0.14368 -0.01780 0.02070
P -1.58527 -0.07956 0.13167
H 1.13197 1.84613 0.39158
H 1.40095 -1.36157 0.99502
H -1.67319 -1.13799 -0.77219
H -1.79881 0.88872 -0.85516
```

## Properties
HOMO level: -7.49 eV
Calculated total energy: -12911.295 eV
Energy relative to the best compared isomer or geometry (same formula, charge and spin): 5.2340 eV
Kohn-Sham gap: 0.285 hartree
Charge: 0

Results of the Mulliken charge analysis, in e, for atoms 1 through 6: -0.22 -0.44 0.16 -0.09 0.31 0.10

This record from OMol25 describes C3H6NOP as an isolated structure in a non-equilibrium geometry. The level of theory is ωB97M-V with the def2-TZVPD basis set.

```
12
C3H6NOP (ωB97M-V with the def2-TZVPD basis set)
C 1.28994 -0.37956 -0.38127
C 0.98086 0.46934 0.88614
C -0.81545 0.83110 -0.35072
N 0.39274 -0.44769 -1.23740
O 0.06201 1.39294 0.45982
P -1.76802 -0.61555 0.26268
H 1.98747 -1.11396 -0.31844
H 0.72861 -0.29203 1.65985
H 1.87592 0.99452 1.21385
H -1.32723 1.53366 -1.00482
H -0.89668 -1.73923 -0.32124
H -2.51016 -0.63355 -0.86844
```

## Properties
HOMO level: -8.68 eV
Calculated total energy: -16030.707 eV
Energy relative to the best compared isomer or geometry (same formula, charge and spin): 3.4988 eV
Kohn-Sham gap: 0.350 hartree
Charge: 0

Results of the Mulliken charge analysis, in e, for atoms 1 through 6: 0.04 -0.52 0.04 -0.68 -0.35 -0.16

This record from OMol25 describes a 2-piece molecular cluster, C3H7OS overall in a non-equilibrium geometry. The level of theory is ωB97M-V with the def2-TZVPD basis set.

```
12
C3H7OS (ωB97M-V with the def2-TZVPD basis set)
O -0.15452 -3.18735 -2.78827
C -0.23187 -2.18584 -2.13421
H -0.83948 -2.15134 -1.19359
H 0.20956 -1.17981 -2.21711
C -0.31578 1.77329 1.12526
C 0.32616 0.44575 0.96319
S 1.98952 0.38870 0.17007
H -1.13738 1.79001 1.86396
H -0.66496 2.22418 0.18747
H 0.39112 2.53271 1.45696
H -0.17572 -0.47603 0.62159
H 0.60336 0.02571 1.94466
```

## Properties
HOMO level: -2.30 eV
Calculated total energy: -16106.676 eV
Energy relative to the best compared isomer or geometry (same formula, charge and spin): 1.6014 eV
Kohn-Sham gap: 0.223 hartree
Charge: -1

Results of the Mulliken charge analysis, in e, for atoms 1 through 6: -0.46 0.11 0.10 0.21 -0.99 -0.26

This record from OMol25 describes one molecule with the formula C2H4OS in a non-equilibrium geometry. The level of theory is ωB97M-V with the def2-TZVPD basis set.

```
8
C2H4OS (ωB97M-V with the def2-TZVPD basis set)
C -1.21966 0.48840 0.26951
C 0.14825 0.79992 -0.16964
H -0.75052 -1.46028 0.15010
H -1.90926 1.14520 -0.38793
H -1.58287 0.76749 1.40129
H 0.22320 1.89153 -0.82284
O -1.62169 -0.78966 -0.21360
S 1.46384 -0.23478 0.04806
```

## Properties
HOMO level: -9.38 eV
Calculated total energy: -15018.728 eV
Energy relative to the best compared isomer or geometry (same formula, charge and spin): 2.7380 eV
Kohn-Sham gap: 0.311 hartree
Charge: 0

Results of the Mulliken charge analysis, in e, for atoms 1 through 6: -0.23 -0.05 0.33 0.21 0.22 0.22

This record from OMol25 describes a 2-piece molecular cluster, C2H6OS overall in a non-equilibrium geometry. The level of theory is ωB97M-V with the def2-TZVPD basis set.

```
10
C2H6OS (ωB97M-V with the def2-TZVPD basis set)
S -2.75088 -0.77771 0.86708
H -2.75925 -1.33047 2.07014
H -1.43956 -0.46293 0.88643
O 2.33461 1.78250 -0.88074
C 2.16874 0.64342 -1.20734
C 1.60262 -0.36467 -0.19905
H 2.48998 0.17543 -2.15301
H 0.56061 -0.08860 -0.06240
H 2.22665 -0.31475 0.68066
H 1.69980 -1.35994 -0.63796
```

## Properties
HOMO level: -9.92 eV
Calculated total energy: -15053.179 eV
Energy relative to the best compared isomer or geometry (same formula, charge and spin): 0.2531 eV
Kohn-Sham gap: 0.394 hartree
Charge: 0

Results of the Mulliken charge analysis, in e, for atoms 1 through 6: -0.24 0.15 0.07 -0.46 0.12 -0.50